# C18H33N4O2

The ion C18H33N4O2 with charge +1 (ωB97M-V/def2-TZVPD, the Open Molecules 2025 dataset).

Properties
Multiplicity = 1
Net charge = +1
SMILES = CCCOCN/C(NNCC)=[NH+]\COc1cc(C)ccc1C(C)C
Highest occupied orbital energy = -11.437 eV
LUMO energy = -0.1231 Ha
Molecular weight = 337.488 g mol⁻¹

```
57
Properties=species:S:1:pos:R:3:forces:R:3:nbo_charge:R:1
C 2.778120 3.659661 -2.913263 0.054 -0.025 0.079 -0.62
C 2.324975 3.929280 -1.473379 -0.129 -0.267 -0.155 -0.44
C 0.830788 4.200842 -1.354936 0.040 0.120 0.049 -0.07
O 0.021293 3.346083 -2.162931 -0.048 -0.013 -0.069 -0.51
C 0.064546 2.017262 -1.828917 -0.098 0.212 0.044 0.11
N -0.483801 1.738081 -0.460608 0.018 -0.224 -0.129 -0.69
C -1.673764 1.053580 -0.360447 -0.349 0.199 0.029 0.74
N -2.886350 1.705916 -0.232472 0.664 0.597 0.169 -0.46
N -2.805642 3.051388 -0.660273 0.015 -0.314 -0.075 -0.44
C -2.854630 4.045354 0.408751 -0.032 0.175 0.095 -0.24
C -4.259896 4.382607 0.894777 0.055 -0.311 0.116 -0.63
N -1.749640 -0.247317 -0.385375 0.199 -0.273 0.217 -0.50
C -0.657598 -1.213613 -0.442648 -0.037 0.059 0.232 0.10
O -0.897907 -2.089635 0.611131 -0.094 0.013 -0.063 -0.54
C -0.056678 -3.214183 0.573649 0.271 0.247 0.196 0.33
C -0.545979 -4.311176 -0.101250 -0.002 -0.283 -0.090 -0.27
C 0.211413 -5.468771 -0.216503 0.044 0.023 -0.011 0.01
C -0.323097 -6.677995 -0.927487 -0.001 0.069 -0.049 -0.63
C 1.474239 -5.459092 0.362887 -0.168 -0.177 -0.144 -0.20
C 1.944454 -4.352832 1.041421 0.093 -0.018 0.097 -0.18
C 1.199024 -3.183641 1.188266 -0.127 0.109 -0.097 -0.09
C 1.789045 -1.979552 1.929750 0.074 -0.275 0.046 -0.24
C 0.766564 -1.094513 2.653354 0.049 0.108 -0.301 -0.59
C 2.841096 -2.423021 2.953714 -0.032 0.241 0.004 -0.60
H 2.074092 4.063336 -3.638020 0.033 0.116 -0.036 0.22
H 3.760105 4.087923 -3.098228 0.022 0.028 -0.048 0.23
H 2.862377 2.590864 -3.110253 -0.057 -0.033 -0.046 0.20
H 2.844946 4.795353 -1.068428 0.001 0.026 0.120 0.23
H 2.590308 3.077743 -0.841512 0.136 0.058 0.089 0.19
H 0.497948 4.122036 -0.316935 0.004 0.040 0.070 0.18
H 0.603669 5.207794 -1.698026 -0.053 -0.014 -0.110 0.20
H -0.530370 1.487922 -2.572699 -0.050 -0.003 0.008 0.19
H 1.080066 1.611628 -1.845732 0.051 0.022 0.076 0.18
H 0.206747 1.322239 0.152696 0.070 -0.112 -0.122 0.41
H -3.248386 1.597327 0.714789 -0.443 -0.307 -0.194 0.39
H -3.556826 3.178602 -1.324925 -0.026 0.085 -0.037 0.37
H -2.240658 3.679315 1.232677 0.108 -0.020 -0.022 0.20
H -2.354763 4.939826 0.037717 -0.032 0.013 -0.098 0.22
H -4.936882 4.509412 0.050672 -0.020 0.178 -0.011 0.21
H -4.251329 5.290382 1.492915 -0.037 0.079 -0.023 0.24
H -4.667715 3.590593 1.526382 -0.048 -0.033 -0.023 0.20
H -2.668133 -0.666384 -0.291079 -0.056 0.043 -0.015 0.44
H 0.294799 -0.692016 -0.329029 0.064 0.008 -0.103 0.18
H -0.689344 -1.719212 -1.410761 0.017 -0.055 -0.027 0.20
H -1.535222 -4.263872 -0.539467 -0.053 0.051 0.008 0.22
H -0.982790 -6.389531 -1.744523 -0.047 -0.016 -0.005 0.22
H 0.483428 -7.277248 -1.344280 0.028 -0.046 0.028 0.23
H -0.893801 -7.304634 -0.242118 -0.013 -0.051 0.012 0.23
H 2.097994 -6.339670 0.281315 0.044 -0.010 0.017 0.22
H 2.932035 -4.420239 1.470759 0.006 0.050 0.035 0.22
H 2.327830 -1.379937 1.186615 -0.080 0.130 -0.039 0.20
H 1.284304 -0.451948 3.362849 -0.023 -0.053 0.126 0.22
H 0.021187 -1.695424 3.168717 0.001 -0.003 0.153 0.22
H 0.229104 -0.432627 1.974645 -0.091 0.008 -0.034 0.17
H 3.708076 -2.888431 2.493899 0.009 -0.091 0.020 0.21
H 3.203945 -1.544615 3.486134 0.030 0.002 0.039 0.22
H 2.402685 -3.101220 3.686022 0.047 -0.082 -0.002 0.22
```
Positions in Å, forces in eV/Å.

---

# C18H33NO

A cluster of 2 separate species, C18H33NO in total in a non-equilibrium geometry (ωB97M-V/def2-TZVPD, the Open Molecules 2025 dataset).

Properties
Multiplicity = 1
Highest occupied orbital energy = -2.842 eV
LUMO energy = -0.0398 Ha
Molecular weight = 279.468 g mol⁻¹

```
53
Properties=species:S:1:pos:R:3:forces:R:3:nbo_charge:R:1
C -0.334033 0.295688 -7.732374 -0.381 0.550 1.930 -0.67
C 0.292464 1.570707 -6.859807 -1.264 -0.254 0.706 -0.66
C 0.458471 1.181771 -5.271748 -0.371 0.508 -1.101 -0.51
C -0.904939 0.627242 -4.550140 -2.789 -1.880 2.889 0.04
C -2.447743 0.829232 -5.123161 0.458 -1.482 2.344 -0.24
C -3.801987 0.233084 -4.413535 4.284 -0.377 1.588 -0.26
C -3.650633 -0.595758 -3.006749 2.999 1.753 -2.342 -0.28
C -2.139399 -0.797282 -2.372409 -0.475 1.642 -2.845 -0.28
C -0.758056 -0.212413 -3.111545 -3.733 0.161 -0.892 -0.05
C 0.726723 -0.490852 -2.411644 -0.581 0.251 -0.877 -0.67
H -1.498703 0.484008 -7.869252 2.191 -0.711 -0.246 0.16
H -0.261186 -0.636553 -6.992093 -0.079 1.503 -1.915 0.17
H 0.220991 0.109096 -8.745400 -1.186 0.266 1.906 0.19
H -0.473807 2.483258 -6.923643 1.300 -1.734 0.211 0.12
H 0.789663 2.147716 -4.665774 -0.690 -1.921 -1.160 0.21
H 1.357869 0.404473 -5.206397 -2.172 1.305 0.244 0.21
H -2.535575 1.462205 -6.129859 0.255 -1.626 2.466 0.25
H -4.835308 0.430992 -4.958011 2.397 -0.561 1.450 0.23
H -4.645350 -1.020786 -2.520331 2.554 0.898 -0.935 0.22
H -2.053306 -1.382972 -1.338565 -0.149 1.338 -2.415 0.18
H 1.175669 -1.506834 -2.844380 -0.865 2.324 0.878 0.23
H 0.684216 -0.579465 -1.245671 -0.216 0.124 -2.115 0.19
H 1.431534 0.425596 -2.675392 -1.450 -2.092 0.433 0.24
C 1.904880 1.658044 2.439975 -0.242 0.197 -0.045 -0.65
C 1.682178 0.904179 3.746360 -0.072 -0.007 -0.210 -0.21
N 0.210560 0.545880 4.046880 -0.453 0.446 0.444 -0.22
C -0.561042 1.869254 4.267286 0.344 -0.750 -0.264 -0.40
C 0.116791 -0.190574 5.413032 0.146 0.163 -0.405 -0.20
C 0.760826 -1.561922 5.491008 -0.107 -0.380 0.081 -0.64
C -0.527445 -0.195702 2.893381 0.575 -0.008 0.083 -0.23
C 0.102157 -1.494714 2.353229 0.107 0.335 -0.329 -0.09
O 1.381962 -1.255769 1.780780 -0.510 -0.250 0.552 -0.55
C 2.358473 -2.245845 2.072061 0.282 0.044 -0.264 -0.25
H 1.406517 2.630363 2.437258 0.114 -0.036 0.065 0.21
H 2.976168 1.851105 2.315406 -0.183 -0.104 0.149 0.25
H 1.575057 1.110921 1.559875 0.061 -0.127 0.107 0.25
H 2.032034 1.522927 4.580302 -0.324 -0.141 0.033 0.21
H 2.270064 -0.011885 3.761722 -0.281 -0.011 -0.069 0.23
H -0.067133 2.432403 5.064916 -0.075 -0.175 -0.204 0.23
H -1.588292 1.623792 4.553100 0.256 0.017 -0.066 0.23
H -0.564821 2.438922 3.335661 0.035 -0.148 0.215 0.24
H -0.948625 -0.269932 5.662445 0.227 0.175 -0.191 0.22
H 0.591745 0.468767 6.148556 -0.137 0.086 -0.333 0.22
H 0.103768 -2.334654 5.088236 0.182 0.088 -0.031 0.22
H 0.908233 -1.829291 6.544301 -0.020 0.237 -0.161 0.25
H 1.737537 -1.620835 5.007783 -0.117 0.016 0.024 0.23
H -0.604043 0.527721 2.073641 0.057 -0.119 0.234 0.24
H -1.539190 -0.404533 3.260169 0.227 0.063 0.011 0.23
H -0.542643 -1.866939 1.547219 -0.273 0.250 0.160 0.22
H 0.121021 -2.283475 3.102879 0.175 0.100 0.040 0.18
H 1.931551 -3.171744 2.473000 -0.032 0.152 -0.118 0.18
H 3.066162 -1.834287 2.794127 0.155 -0.116 0.134 0.16
H 2.907979 -2.474327 1.153294 -0.156 0.018 0.155 0.22
```
Positions in Å, forces in eV/Å.

---

# C18H34BN8STl

A structure of composition C18H34BN8STl (ωB97M-V/def2-TZVPD, the Open Molecules 2025 dataset).

Properties
Multiplicity = 1
Highest occupied orbital energy = -7.793 eV
LUMO energy = 0.0108 Ha
Molecular weight = 609.788 g mol⁻¹

```
63
Properties=species:S:1:pos:R:3:forces:R:3:nbo_charge:R:1
Tl 1.004803 -1.661063 0.594669 -0.041 -0.191 -0.159 0.75
B -1.669811 -2.229621 3.716648 -0.184 0.017 -0.190 0.19
N -1.016088 -3.446278 2.995353 0.101 -0.041 0.132 -0.28
C -1.247253 -4.715486 3.358249 0.074 -0.149 -0.067 -0.02
C -0.606747 -5.557317 2.465162 -0.016 -0.032 -0.011 -0.36
C 0.007980 -4.687628 1.567560 -0.061 0.064 0.118 -0.07
N -0.248744 -3.419710 1.899729 0.065 -0.087 -0.193 -0.38
N -1.089902 -0.831626 3.316572 0.147 0.057 0.275 -0.28
C -1.298845 0.238531 4.095301 0.066 0.139 -0.015 -0.01
C -0.859572 1.371301 3.431364 -0.044 0.034 -0.015 -0.36
C -0.378746 0.879398 2.220944 -0.035 -0.073 0.079 -0.07
N -0.529956 -0.447415 2.160124 -0.027 0.173 -0.217 -0.38
H -2.849117 -2.219612 3.442998 -0.094 -0.035 -0.018 -0.06
H -1.483242 -2.357900 4.900218 -0.058 0.009 0.082 -0.05
H -1.850239 -4.951537 4.219276 -0.007 0.100 0.016 0.22
H -0.590097 -6.633236 2.464069 -0.014 0.007 0.028 0.22
H 0.618654 -4.908573 0.705372 0.008 0.006 0.002 0.20
H -1.749575 0.135415 5.068085 0.000 -0.076 -0.017 0.22
H -0.879529 2.390192 3.777500 0.015 -0.013 0.025 0.22
H 0.081507 1.409955 1.400355 0.049 -0.042 0.008 0.20
C -4.257986 1.524336 -2.905479 -0.073 -0.128 -0.021 -0.61
C -5.032904 0.560875 -2.007982 0.074 0.175 0.087 -0.39
C -4.545796 0.513343 -0.557779 0.119 -0.088 -0.171 -0.40
C -3.128272 -0.040930 -0.401463 -0.190 0.064 0.103 -0.23
N -2.135905 1.001508 -0.618776 0.034 0.033 -0.052 -0.59
C -0.964483 0.859844 -1.263264 -0.191 0.019 0.078 0.32
S -0.522387 -0.574133 -2.019497 0.073 0.065 -0.136 -0.31
N -0.175992 1.961898 -1.258446 0.075 0.027 -0.002 -0.61
C 1.180561 2.035711 -1.791922 -0.047 -0.165 -0.226 -0.21
C 1.246756 2.169998 -3.313625 -0.091 0.258 0.224 -0.41
C 0.656838 3.485503 -3.816331 0.109 -0.153 -0.147 -0.40
C 0.882703 3.668018 -5.314282 -0.075 0.037 0.104 -0.60
H -4.725674 1.576596 -3.889813 0.030 0.041 -0.010 0.21
H -3.227118 1.197660 -3.046422 0.016 0.030 0.008 0.21
H -4.249282 2.531873 -2.482844 0.025 0.009 -0.005 0.19
H -4.971811 -0.446251 -2.428640 -0.066 -0.019 0.006 0.20
H -6.088170 0.845776 -2.007578 -0.010 -0.042 -0.024 0.20
H -5.227940 -0.112548 0.020531 0.039 0.005 0.047 0.22
H -4.586447 1.516948 -0.118466 -0.090 -0.014 0.046 0.19
H -2.945505 -0.829225 -1.127480 0.051 -0.033 0.005 0.24
H -2.987100 -0.465435 0.596833 0.053 -0.007 -0.021 0.22
H -2.289565 1.848754 -0.093433 0.072 0.010 0.025 0.39
H -0.545483 2.798684 -0.838153 -0.028 -0.007 -0.004 0.39
H 1.727279 1.148226 -1.467679 -0.033 0.014 -0.006 0.22
H 1.645288 2.912213 -1.336351 0.017 -0.033 0.086 0.20
H 0.716341 1.332074 -3.760750 0.022 -0.107 -0.064 0.23
H 2.295869 2.097875 -3.617408 0.001 -0.011 0.021 0.20
H 1.111331 4.323689 -3.277208 -0.050 0.004 0.035 0.19
H -0.416107 3.498896 -3.606110 0.007 0.066 0.048 0.20
H 1.949338 3.714178 -5.541078 0.002 -0.016 -0.022 0.20
H 0.421906 4.588309 -5.675060 0.005 -0.020 -0.039 0.21
H 0.456043 2.830879 -5.869220 0.002 0.018 -0.038 0.21
C 6.290627 -0.322941 0.574510 -0.040 -0.039 -0.075 -0.39
N 5.716985 -0.932447 1.769046 0.296 0.134 0.019 -0.46
C 6.442967 -2.054588 2.348913 -0.042 -0.137 -0.009 -0.39
C 4.405703 -0.863257 1.930542 -0.248 -0.006 0.020 0.47
N 3.261791 -0.768721 2.076455 0.274 0.081 0.192 -0.43
H 7.349498 -0.146309 0.756565 -0.010 0.030 -0.001 0.21
H 5.803453 0.629026 0.376801 -0.010 -0.009 0.020 0.22
H 6.185015 -0.966190 -0.304687 0.009 -0.006 0.020 0.19
H 7.480923 -1.759243 2.495270 -0.015 0.027 0.017 0.21
H 6.417361 -2.934576 1.698599 -0.011 0.009 0.009 0.19
H 6.013870 -2.313690 3.313614 -0.027 0.018 -0.013 0.23
```
Positions in Å, forces in eV/Å.